Entry from the OMol25 dataset: a 12-piece molecular cluster, C48H79F9O24S5 overall in a non-equilibrium geometry (ωB97M-V/def2-TZVPD).

Structure (ORCA input):
```
! RIJCOSX wB97M-V def2-TZVPD def2/J DEFGRID3
* xyz 0 1
C -21.387 1.300 13.497
C -21.520 0.993 11.954
O -21.818 2.230 11.269
C -22.053 2.140 9.985
O -22.054 1.215 9.207
C -22.246 3.572 9.410
F -22.807 3.609 8.187
F -22.924 4.308 10.323
F -21.026 4.103 9.292
H -21.539 0.451 14.114
H -22.175 2.058 13.847
H -20.497 1.826 13.698
H -22.378 0.364 11.923
H -20.625 0.617 11.519
C -22.940 2.148 4.890
C -22.767 0.880 5.741
O -24.052 0.722 6.368
C -24.228 -0.387 7.028
O -23.395 -1.243 7.131
C -25.622 -0.356 7.698
F -26.591 -0.584 6.891
F -25.725 -1.144 8.833
F -25.749 0.897 8.234
H -23.629 2.838 5.399
H -23.271 1.876 3.846
H -22.009 2.694 4.667
H -22.001 1.048 6.477
H -22.535 -0.006 5.186
C -30.210 -2.070 6.283
C -29.114 -3.010 5.933
O -29.611 -4.398 6.015
C -28.667 -5.289 5.603
O -27.595 -5.091 5.171
C -29.153 -6.703 5.913
F -28.526 -7.681 5.276
F -29.065 -6.877 7.275
F -30.507 -6.814 5.614
H -29.815 -1.033 6.145
H -30.531 -2.180 7.321
H -31.089 -2.188 5.651
H -28.337 -2.921 6.722
H -28.752 -2.782 4.970
O -29.572 -1.624 10.696
S -29.069 -2.845 11.390
O -28.870 -2.837 12.857
C -30.142 -4.177 10.769
C -29.217 -5.102 9.977
C -27.761 -4.960 10.594
C -27.567 -3.371 10.599
H -30.934 -3.716 10.159
H -30.563 -4.679 11.639
H -29.644 -6.148 9.909
H -29.109 -4.838 8.898
H -27.011 -5.388 9.956
H -27.732 -5.384 11.587
H -27.548 -2.945 9.618
H -26.704 -2.995 11.199
O -28.290 -0.787 3.844
S -27.288 0.134 3.269
O -25.972 -0.367 2.997
C -27.959 0.933 1.798
C -27.465 2.382 1.959
C -27.910 2.726 3.434
C -27.206 1.600 4.238
H -29.100 0.892 1.831
H -27.606 0.357 0.956
H -26.417 2.398 1.856
H -28.033 3.001 1.191
H -29.008 2.749 3.503
H -27.551 3.729 3.706
H -27.585 1.332 5.195
H -26.106 1.872 4.241
O -15.470 4.217 6.140
S -16.614 3.455 6.634
O -16.329 2.454 7.661
C -17.823 4.659 7.185
C -18.795 4.788 6.027
C -18.946 3.394 5.405
C -17.570 2.706 5.300
H -17.165 5.497 7.475
H -18.305 4.152 8.019
H -19.755 5.171 6.441
H -18.410 5.499 5.306
H -19.367 3.541 4.413
H -19.589 2.790 5.964
H -17.169 2.915 4.330
H -17.629 1.578 5.324
O -18.964 0.583 3.157
S -18.157 -0.536 3.421
O -18.002 -0.895 4.836
C -18.743 -1.948 2.465
C -17.943 -1.779 1.196
C -16.501 -1.514 1.682
C -16.504 -0.422 2.726
H -19.771 -1.745 2.216
H -18.559 -2.792 3.094
H -17.968 -2.726 0.633
H -18.399 -0.917 0.649
H -15.767 -1.408 0.919
H -16.226 -2.444 2.245
H -16.363 0.533 2.345
H -15.920 -0.502 3.606
O -19.143 -3.848 9.273
S -19.224 -2.434 9.538
O -19.658 -1.995 10.859
C -17.673 -1.509 9.172
C -18.180 -0.143 8.722
C -19.361 -0.556 7.704
C -20.257 -1.659 8.331
H -17.251 -1.990 8.346
H -17.022 -1.577 10.091
H -18.581 0.463 9.520
H -17.419 0.355 8.172
H -18.872 -0.988 6.879
H -19.914 0.304 7.416
H -20.431 -2.402 7.605
H -21.153 -1.365 8.808
O -24.861 1.490 10.826
C -25.334 1.303 11.936
C -26.582 0.574 12.361
C -26.340 0.169 13.866
C -24.953 0.697 14.140
O -24.539 1.561 13.058
H -27.469 1.171 12.184
H -26.525 -0.264 11.660
H -27.021 0.696 14.527
H -26.444 -0.871 13.900
H -25.012 1.197 15.100
H -24.226 -0.115 14.148
O -24.765 -1.664 12.199
C -23.813 -2.392 12.110
C -23.480 -3.362 11.086
C -22.381 -4.314 11.718
C -21.857 -3.449 12.879
O -22.972 -2.549 13.173
H -24.330 -3.923 10.722
H -23.109 -2.754 10.281
H -22.812 -5.243 12.117
H -21.577 -4.594 10.946
H -21.695 -4.041 13.756
H -20.982 -2.851 12.583
O -25.526 4.154 5.713
C -26.299 4.277 6.606
C -26.078 4.833 7.992
C -27.246 4.288 8.875
C -28.297 4.025 7.785
O -27.588 3.734 6.617
H -25.075 4.609 8.246
H -26.200 5.933 7.807
H -26.994 3.354 9.388
H -27.523 5.000 9.653
H -28.804 3.086 8.072
H -28.946 4.817 7.665
O -25.576 -5.185 7.392
C -25.041 -4.538 6.591
C -24.051 -5.063 5.596
C -23.730 -3.865 4.739
C -24.901 -2.896 4.940
O -25.314 -3.244 6.299
H -23.155 -5.464 6.142
H -24.488 -5.805 4.934
H -22.804 -3.380 5.034
H -23.635 -4.156 3.679
H -24.591 -1.894 4.851
H -25.802 -3.059 4.384
*
```

HOMO energy = -9.86 eV
HOMO-LUMO gap = 9.937 eV
SMILES = CCOC(=O)C(F)(F)F.CCOC(=O)C(F)(F)F.CCOC(=O)C(F)(F)F.O=S1(=O)CCCC1.O=S1(=O)CCCC1.O=S1(=O)CCCC1.O=S1(=O)CCCC1.O=S1(=O)CCCC1.O=C1CCCO1.O=C1CCCO1.O=C1CCCO1.O=C1CCCO1